# 1
ORCA calculation (ωB97M-V/def2-TZVPD) on a molecular structure, C45H108N7O23Sr2 at a distorted geometry.

Summary:
calculated total energy	-3954.5076	hartree
HOMO-LUMO gap	0.2636	hartree

ORCA input file:
```
! RIJCOSX wB97M-V def2-TZVPD def2/J DEFGRID3
* xyz 1 1
Sr -2.616 -13.171 20.488
Sr -0.266 -14.447 23.724
O -1.170 -15.709 25.911
O -8.534 -14.041 29.806
O -7.342 -14.909 21.257
O -2.070 -12.614 22.964
O -0.349 -14.178 21.154
O -5.199 -14.205 26.214
O -4.688 -7.357 27.232
O -3.803 -14.863 18.913
O -0.571 -14.194 18.987
O 1.202 -12.434 23.265
O -3.028 -11.339 28.840
O -1.405 -11.236 19.815
O 1.336 -14.986 19.858
O -1.872 -16.281 23.030
O -4.328 -7.625 20.250
O -3.364 -15.059 22.026
O -8.869 -10.934 18.979
O -9.069 -10.713 23.783
O -3.342 -11.417 24.400
O -4.832 -9.006 15.611
O -9.428 -9.682 28.197
O -3.827 -11.617 22.198
O -3.833 -17.226 22.487
N -6.434 -15.343 28.567
N -6.399 -11.642 27.314
N -5.874 -7.391 17.926
N -3.660 -12.089 18.412
N -5.990 -11.667 20.167
N -5.714 -10.300 25.319
N 0.273 -13.156 25.871
C -2.798 -9.966 29.097
C -5.064 -15.619 28.176
C 2.329 -12.467 22.392
C -5.404 -11.273 28.300
C -6.968 -12.677 20.606
C -4.586 -8.688 26.773
C -5.093 -14.009 24.827
C -5.775 -6.995 16.522
C -3.046 -11.845 23.161
C -6.881 -16.114 21.817
C 0.114 -14.422 19.988
C -6.622 -10.395 19.820
C -0.157 -10.827 20.357
C -9.892 -13.868 30.128
C -1.492 -10.867 18.426
C -8.180 -9.928 27.591
C -3.944 -7.118 28.399
C -9.686 -9.913 19.500
C -5.650 -6.269 18.836
C -4.283 -14.357 17.663
C -5.433 -6.757 20.252
C -3.015 -16.150 22.489
C -9.300 -9.538 29.603
C -0.892 -17.060 26.249
C -7.571 -10.485 18.638
C -1.033 -14.843 27.046
C -7.774 -11.393 27.704
C -10.410 -10.553 24.120
C -3.961 -16.258 19.019
C -6.311 -13.942 21.157
C -4.916 -15.513 26.665
C -3.555 -13.070 17.320
C -4.110 -8.238 21.493
C -8.207 -10.475 24.871
C -5.983 -8.190 15.623
C -1.027 -13.411 26.555
C -6.780 -10.549 24.343
C 1.397 -11.534 24.357
C -5.721 -8.915 25.789
C -6.524 -15.252 30.032
C -2.970 -10.840 18.036
C -7.954 -15.155 30.476
C -3.994 -11.600 27.824
C -5.088 -10.238 14.977
C 0.292 -11.775 25.364
H -8.479 -11.987 27.122
H -2.868 -7.053 28.207
H -6.634 -11.583 24.009
H 2.067 -12.952 21.456
H -6.177 -12.539 26.894
H -0.673 -11.491 24.945
H -5.496 -13.012 24.640
H -5.266 -5.874 20.884
H -7.369 -9.239 27.857
H -4.107 -7.867 29.185
H -6.355 -7.232 20.611
H -4.378 -14.883 28.627
H -11.073 -10.710 23.269
H 1.624 -15.187 20.755
H -5.359 -14.179 17.785
H 1.039 -13.407 26.481
H -10.644 -10.346 19.782
H -5.171 -8.088 18.149
H -8.079 -15.056 31.559
H -0.064 -15.062 27.510
H -1.836 -15.004 27.769
H -9.970 -13.506 31.162
H -8.502 -16.045 30.143
H -7.442 -13.017 19.682
H -5.545 -8.238 24.950
H -6.645 -8.687 26.326
H -10.280 -9.236 29.971
H -4.951 -8.848 21.845
H -5.726 -14.685 24.246
H -3.068 -10.558 16.981
H -3.630 -16.589 19.999
H -7.135 -9.884 20.646
H -6.565 -5.668 18.782
H -3.512 -10.027 18.531
H -3.937 -12.634 16.390
H 0.148 -17.190 26.559
H -0.074 -11.219 21.373
H -6.099 -16.552 21.190
H -8.429 -9.494 25.307
H -9.883 -9.190 18.696
H -10.505 -14.771 30.039
H -7.858 -11.747 28.740
H -4.202 -10.945 24.245
H -5.817 -9.723 19.502
H -5.776 -10.944 26.108
H -5.823 -13.734 22.119
H -5.005 -16.587 18.944
H -4.061 -14.028 24.477
H -3.756 -11.051 26.902
H -4.719 -9.355 27.642
H -5.451 -10.194 28.474
H -5.743 -10.842 15.619
H -6.245 -7.868 14.607
H -6.593 -6.295 16.335
H 0.664 -11.324 19.825
H -10.769 -11.250 24.889
H -5.566 -10.130 13.998
H -4.170 -15.091 16.862
H 1.260 -10.503 24.006
H -7.660 -9.527 18.110
H -6.531 -16.003 22.848
H -2.522 -9.429 28.186
H -8.340 -11.224 25.664
H -4.804 -6.512 16.354
H -3.598 -8.938 26.364
H -1.103 -17.663 25.366
H -6.867 -8.731 15.990
H 0.456 -11.143 26.247
H -3.668 -9.529 29.596
H -10.318 -13.114 29.467
H -4.148 -10.768 14.824
H -2.501 -13.307 17.150
H -5.546 -14.367 20.488
H -4.636 -11.901 18.656
H -4.836 -5.601 18.515
H -2.001 -9.903 29.839
H -3.390 -16.786 18.249
H -7.165 -11.160 17.876
H -6.068 -16.166 30.428
H -7.716 -16.814 21.855
H -5.319 -11.457 20.905
H -6.828 -14.472 28.229
H -10.656 -9.548 24.494
H -3.936 -7.470 22.261
H -4.802 -16.642 28.446
H -1.098 -12.752 27.428
H -3.213 -17.928 22.734
H -5.594 -16.230 26.185
H -9.015 -10.476 30.086
H -5.912 -14.443 30.462
H -4.299 -6.174 28.812
H 3.169 -12.937 22.910
H -0.941 -9.948 18.229
H -1.895 -13.166 25.935
H -8.302 -9.730 26.518
H 2.411 -11.549 24.767
H -6.641 -9.923 23.461
H -7.722 -12.314 21.309
H -3.896 -15.805 26.376
H 2.657 -11.459 22.117
H -3.854 -12.659 27.618
H -3.251 -8.905 21.473
H -9.272 -9.385 20.364
H -0.083 -9.740 20.349
H -5.549 -11.770 29.273
H -0.985 -11.683 17.897
H -8.586 -8.757 29.884
H -1.574 -17.414 27.027
*
```

---

# 2
ORCA calculation (ωB97M-V/def2-TZVPD) on 6 unconnected molecules or ions with the total composition C45H108N9O2 at a distorted geometry.

Summary:
calculated total energy	-2422.3449	hartree
HOMO-LUMO gap	0.2523	hartree

ORCA input file:
```
! RIJCOSX wB97M-V def2-TZVPD def2/J DEFGRID3
* xyz 1 1
O -4.265 -0.045 5.631
O -7.403 0.850 2.978
N -1.258 -3.061 3.694
N 3.451 1.291 1.550
N -0.571 -1.814 -3.281
N -3.179 1.118 -0.463
N -3.894 2.055 1.511
N 0.422 -0.757 -7.678
N -6.780 -3.999 -3.100
N 9.961 4.612 1.964
N -5.450 1.249 -0.024
C -7.140 0.461 1.635
C -1.877 -2.249 -1.128
C -5.764 0.583 -1.294
C 11.454 5.705 3.739
C 3.290 2.677 1.959
C -6.456 -1.728 -2.070
C -2.184 2.617 3.193
C -4.202 1.460 0.316
C -1.851 -1.602 -6.860
C -0.553 -1.603 -9.892
C -2.458 1.862 1.876
C 3.122 0.296 2.555
C -2.948 -2.214 1.964
C 9.851 2.244 1.230
C 8.668 4.555 2.622
C -1.847 -1.820 -2.601
C 5.994 0.987 1.609
C -1.559 2.497 0.805
C -2.079 -4.118 4.258
C -0.723 -0.566 -6.806
C 1.725 0.465 3.129
C 8.612 4.046 4.069
C -1.283 -5.152 5.039
C -2.206 2.253 -0.539
C 4.676 0.988 0.826
C -4.800 1.209 5.239
C 0.959 -0.648 -1.577
C 1.184 -1.949 -7.355
C -5.845 -2.962 -2.716
C 0.129 -3.086 -3.330
C 2.521 -2.030 -8.075
C 0.188 -0.522 -9.093
C -8.430 -0.128 1.027
C -0.458 -4.346 1.626
C 10.673 3.350 1.870
C 10.816 5.724 2.345
C -0.707 -4.216 -3.911
C -2.469 1.797 4.465
C -0.145 -3.495 2.865
C -5.408 -0.923 -1.296
C -3.703 2.257 5.264
C -2.032 -1.956 3.171
C 0.299 -0.692 -2.962
C -6.588 1.636 0.809
C 4.089 3.171 3.172
H -5.121 -3.420 -2.050
H 9.510 2.534 0.235
H 1.623 1.401 3.680
H -1.208 -5.112 1.829
H -0.211 -2.609 -9.643
H -0.341 0.428 -9.200
H -5.585 1.506 5.933
H 10.457 1.343 1.129
H -2.675 -4.639 3.491
H -0.266 0.235 -3.114
H -4.619 -0.707 5.024
H -2.243 0.808 2.005
H -1.476 3.554 1.016
H 4.551 0.003 0.366
H -2.785 3.118 -0.839
H -1.478 -2.626 -6.838
H 4.091 2.449 3.990
H -6.797 0.728 -1.554
H -3.643 -1.373 1.843
H 0.621 -2.875 -7.556
H 3.648 4.094 3.554
H 0.421 -2.611 2.559
H -0.565 2.079 0.875
H 1.091 -0.669 -3.717
H 11.902 4.740 3.977
H -0.805 -3.740 0.789
H 8.980 1.983 1.834
H -2.474 -1.478 -7.745
H 1.155 -0.351 -9.570
H -6.368 2.519 1.395
H 11.619 5.787 1.604
H 1.008 -2.958 -3.968
H -5.272 -2.621 -3.575
H 0.447 -4.858 1.293
H -2.793 -3.656 4.945
H 0.255 -0.356 -0.796
H -1.457 2.063 -1.294
H -2.899 -2.507 -0.837
H -0.101 -5.120 -3.979
H 3.176 -0.689 2.084
H -1.347 -1.138 2.923
H -1.630 -1.560 -9.738
H -7.351 1.922 0.102
H 10.248 6.651 2.229
H -7.930 1.664 2.929
H -1.571 -4.454 -3.287
H 0.961 0.441 2.346
H 5.920 0.435 2.546
H -4.449 -1.039 -1.785
H -2.529 -2.469 -3.158
H -6.929 -1.078 -2.799
H 1.383 -1.936 -6.278
H 0.546 -4.056 3.497
H 11.563 3.510 1.255
H -7.595 -3.636 -3.574
H 10.737 5.955 4.520
H -2.648 -1.573 3.993
H -2.387 -2.294 1.033
H 6.338 1.997 1.827
H -0.713 -4.683 5.841
H -8.309 -1.162 0.726
H -4.414 1.582 2.249
H 7.588 3.756 4.318
H -0.352 -0.526 -5.777
H 1.759 0.094 -1.574
H 1.403 -1.604 -1.300
H -5.197 1.034 -2.101
H 8.907 4.813 4.783
H -7.236 -2.010 -1.369
H 4.763 1.685 -0.012
H -1.059 -3.968 -4.912
H -0.379 -1.456 -10.960
H -2.510 0.735 4.262
H 5.123 3.397 2.914
H -2.711 3.562 3.133
H 3.842 0.282 3.387
H 8.010 3.926 2.015
H -0.595 -5.710 4.403
H 2.228 2.848 2.159
H -3.448 2.468 6.294
H -7.042 -4.561 -2.304
H 1.512 -0.347 3.826
H -3.549 -3.116 2.084
H -2.286 -0.818 -2.694
H -5.317 -1.285 -0.282
H 3.067 -2.911 -7.736
H -1.146 0.426 -6.995
H -1.634 1.975 5.125
H 0.503 -3.396 -2.342
H -5.235 1.149 4.244
H 6.774 0.510 1.012
H -8.794 0.433 0.172
H -3.444 0.943 -1.425
H 8.216 5.549 2.573
H -1.965 -5.875 5.487
H 3.133 -1.151 -7.865
H -4.135 3.171 4.874
H -1.259 -3.126 -0.931
H -1.552 -1.444 -0.470
H 12.249 6.452 3.788
H -2.504 -1.477 -5.991
H -1.128 2.855 3.209
H 11.033 2.998 2.850
H -6.417 -0.343 1.663
H 2.403 -2.120 -9.155
H -9.212 -0.112 1.770
H 9.244 3.172 4.224
H 3.512 3.314 1.099
*
```